[1]
Density functional theory data (wB97M-V/def2-TZVPD) for a cluster of 7 separate species, C46H32BrF4NO26 in total in a non-equilibrium geometry.

CARTESIAN COORDINATES (ANGSTROEM)
O: -3.74 0.13 1.57
C: -3.44 0.31 0.44
O: -4.47 0.65 -0.47
Br: -5.01 2.39 -0.26
N: -2.17 0.17 -0.15
C: -1.70 1.30 -0.97
C: -1.32 2.61 -0.23
C: -1.90 3.12 0.99
C: -1.46 4.37 1.57
C: -0.45 5.20 0.94
C: 0.11 4.70 -0.31
C: -0.30 3.44 -0.86
C: -1.18 -0.48 0.67
F: -1.71 -1.70 1.06
F: -0.03 -0.80 -0.02
C: -0.74 0.24 1.99
F: 0.36 1.07 1.82
F: -0.33 -0.74 2.89
H: -0.79 0.98 -1.54
H: -2.45 1.56 -1.75
H: -2.67 2.54 1.53
H: -1.88 4.73 2.53
H: -0.12 6.17 1.36
H: 0.86 5.34 -0.80
H: 0.17 3.12 -1.81
H: -1.53 0.82 2.51
C: -1.43 -5.78 3.41
C: -1.42 -4.98 2.34
C: -1.97 -5.43 1.03
O: -1.96 -4.66 0.08
C: -2.51 -6.78 0.94
C: -2.52 -7.58 2.01
C: -1.99 -7.12 3.33
O: -2.03 -7.88 4.28
O: -3.00 -8.84 1.95
O: -0.91 -3.74 2.39
H: -1.03 -5.46 4.37
H: -2.89 -7.10 -0.02
H: -2.89 -9.20 2.85
H: -1.02 -3.37 1.49
C: 0.23 -7.67 -2.66
C: 1.16 -8.11 -3.52
C: 1.45 -9.57 -3.67
O: 2.29 -9.92 -4.48
C: 0.72 -10.51 -2.83
C: -0.20 -10.07 -1.97
C: -0.52 -8.62 -1.83
O: -1.38 -8.27 -1.05
O: -0.88 -10.92 -1.18
O: 1.86 -7.26 -4.29
H: 0.00 -6.62 -2.53
H: 0.96 -11.56 -2.94
H: -1.49 -10.36 -0.65
H: 2.46 -7.82 -4.82
C: 4.93 2.54 1.99
C: 6.05 1.96 2.42
C: 6.03 0.64 3.12
O: 7.09 0.14 3.48
C: 4.74 0.00 3.35
C: 3.61 0.57 2.92
C: 3.63 1.89 2.19
O: 2.60 2.38 1.80
O: 2.42 -0.01 3.13
O: 7.26 2.53 2.25
H: 4.93 3.49 1.48
H: 4.74 -0.95 3.87
H: 1.73 0.57 2.73
H: 7.90 1.92 2.65
C: 3.41 -2.43 -1.57
C: 2.43 -3.14 -1.01
C: 2.08 -4.51 -1.49
O: 1.19 -5.13 -0.94
C: 2.82 -5.05 -2.63
C: 3.80 -4.33 -3.20
C: 4.17 -2.98 -2.69
O: 5.08 -2.37 -3.23
O: 4.50 -4.80 -4.24
O: 1.71 -2.66 0.02
H: 3.67 -1.44 -1.23
H: 2.55 -6.03 -2.99
H: 5.14 -4.10 -4.46
H: 1.07 -3.36 0.24
C: 1.25 6.79 -4.15
C: 1.25 7.56 -5.24
C: 0.68 7.08 -6.53
O: 0.68 7.82 -7.50
C: 0.14 5.72 -6.59
C: 0.15 4.95 -5.50
C: 0.69 5.44 -4.19
O: 0.66 4.71 -3.22
O: -0.34 3.70 -5.52
O: 1.76 8.80 -5.22
H: 1.66 7.12 -3.20
H: -0.26 5.38 -7.53
H: -0.22 3.35 -4.61
H: 1.63 9.15 -6.13
C: -4.37 6.70 5.18
C: -5.22 7.63 5.63
C: -5.37 8.95 4.94
O: -6.16 9.76 5.37
C: -4.53 9.21 3.77
C: -3.68 8.28 3.32
C: -3.55 6.95 4.00
O: -2.78 6.13 3.54
O: -2.90 8.49 2.25
O: -5.97 7.43 6.72
H: -4.25 5.74 5.67
H: -4.64 10.17 3.29
H: -2.39 7.67 2.13
H: -6.50 8.24 6.83

Output
**SMILES string**: O=C(OBr)N(Cc1ccccc1)C(F)(F)C(F)F.O=C1C=C(O)C(=O)C=C1O.O=C1C=C(O)C(=O)C=C1O.O=C1C=C(O)C(=O)C=C1O.O=C1C=C(O)C(=O)C=C1O.O=C1C=C(O)C(=O)C=C1O.O=C1C=C(O)C(=O)C=C1O
**Frontier orbital gap**: 7.446 eV
**DFT total energy**: -183852.71583 eV

Results of the Löwdin charge analysis, in e, for atoms 1 through 6: 0.147 -0.606 -0.510 0.884 0.080 -0.094

[2]
Density functional theory data (wB97M-V/def2-TZVPD) for a structure of composition CI2OS in a non-equilibrium geometry.

CARTESIAN COORDINATES (ANGSTROEM)
C: 0.97 0.73 0.16
O: 1.68 1.62 0.23
S: -2.50 -1.56 0.05
I: 1.50 -1.31 -0.19
I: -1.65 0.52 -0.25

Output
**ΔE to the lowest compared entry with this formula, charge and spin**: 60.8 kcal/mol
**Frontier orbital gap**: 5.852 eV
**DFT total energy**: -30118.28350 eV

Calculated atomic charges, method Löwdin, unit e: -0.960 0.005 -0.355 0.760 0.550

[3]
Density functional theory data (wB97M-V/def2-TZVPD) for a cluster of 3 separate species, C10H8N3O2 in total in a non-equilibrium geometry.

CARTESIAN COORDINATES (ANGSTROEM)
C: -2.07 0.46 -0.38
C: -1.66 0.56 0.94
C: -1.29 0.88 -1.41
C: -0.39 0.90 1.26
C: 0.02 1.11 -1.17
C: 0.55 1.23 0.21
C: 3.31 -1.62 0.29
C: 0.26 -1.69 -1.05
C: -5.17 -0.71 0.93
C: 1.79 1.63 0.32
N: 2.36 -1.07 -0.21
N: 1.39 -1.44 -0.91
N: 4.23 -1.96 0.97
O: -0.82 -1.82 -1.35
O: -5.95 -1.35 0.48
H: -3.17 0.08 -0.36
H: -2.27 0.29 1.75
H: -1.73 0.92 -2.42
H: -0.07 0.93 2.34
H: 0.75 1.32 -1.94
H: 2.42 1.73 -0.58
H: 2.33 1.74 1.27
H: 5.18 -2.10 1.04

Output
**ΔE to the lowest compared entry with this formula, charge and spin**: 24.0 kcal/mol
**Total charge**: +1
**Frontier orbital gap**: 6.710 eV
**DFT total energy**: -19052.73712 eV

Results of the Löwdin charge analysis, in e, for atoms 1 through 6: -0.010 -0.049 -0.063 0.040 0.017 -0.288

[4]
Density functional theory data (wB97M-V/def2-TZVPD) for the molecule C18H23N3O4S.

CARTESIAN COORDINATES (ANGSTROEM)
C: -0.17 2.43 1.50
H: 0.07 3.29 0.87
O: 0.55 1.28 1.12
C: 1.94 1.34 1.37
C: 2.71 2.18 0.35
N: 2.51 1.66 -0.98
C: 3.34 0.72 -1.50
O: 4.44 0.47 -1.08
C: 2.72 -0.01 -2.69
H: 2.09 0.62 -3.30
S: 1.71 -1.39 -2.05
C: 0.22 -0.57 -1.61
N: 0.08 0.67 -1.94
C: -1.08 1.31 -1.62
C: -1.24 2.66 -1.96
C: -2.40 3.31 -1.64
C: -3.44 2.65 -0.99
C: -3.30 1.32 -0.65
C: -2.13 0.64 -0.96
C: -1.96 -0.76 -0.59
O: -2.79 -1.43 -0.02
N: -0.72 -1.31 -0.96
C: -0.47 -2.69 -0.57
H: 0.00 -3.22 -1.40
H: -1.44 -3.13 -0.35
C: 0.43 -2.83 0.69
C: -0.06 -2.00 1.87
H: 0.76 -1.90 2.59
H: -0.40 -1.01 1.59
C: -1.16 -2.89 2.44
H: -2.10 -2.68 1.95
C: -0.66 -4.31 2.10
H: -0.22 -4.81 2.97
H: -1.46 -4.94 1.69
O: 0.38 -4.17 1.13
H: -1.29 -2.76 3.52
H: 1.47 -2.62 0.42
H: -4.09 0.78 -0.14
H: -4.35 3.18 -0.75
H: -2.52 4.36 -1.90
H: -0.43 3.16 -2.47
H: 3.50 -0.49 -3.28
H: 1.55 1.64 -1.32
H: 2.39 3.23 0.37
H: 3.78 2.13 0.57
H: 2.29 0.31 1.32
H: 2.12 1.73 2.39
H: 0.03 2.68 2.55
H: -1.22 2.19 1.38

Output
**SMILES string**: COCCNC(=O)CSc1nc2ccccc2c(=O)n1C[C@H]1CCCO1
**ΔE to the lowest compared entry with this formula, charge and spin**: 29.0 kcal/mol
**Frontier orbital gap**: 8.925 eV
**DFT total energy**: -42535.93055 eV

Results of the Löwdin charge analysis, in e, for atoms 1 through 6: -0.092 0.086 -0.213 -0.190 -0.140 0.065

[5]
Density functional theory data (wB97M-V/def2-TZVPD) for a cluster of 2 separate species, C5H13NO in total in a non-equilibrium geometry.

CARTESIAN COORDINATES (ANGSTROEM)
C: 0.27 -0.79 2.20
C: 1.65 -0.36 1.79
O: 2.62 -1.09 1.74
N: 1.81 0.98 1.65
H: -0.52 -0.18 1.80
H: 0.26 -0.81 3.29
H: 2.73 1.35 1.47
H: 1.11 1.70 1.71
H: 0.03 -1.78 1.87
C: -0.83 -0.10 -0.97
C: -1.24 1.30 -1.44
C: -0.62 -1.00 -2.19
H: 0.07 -0.04 -0.38
H: -1.62 -0.53 -0.34
H: -1.59 1.29 -2.47
H: 0.15 -1.75 -1.99
H: -1.51 -1.59 -2.40
H: -0.40 2.00 -1.45
H: -1.95 1.83 -0.79
H: -0.42 -0.43 -3.10

Output
**SMILES string**: CC(N)=O.CCC
**ΔE to the lowest compared entry with this formula, charge and spin**: 8.1 kcal/mol
**Frontier orbital gap**: 10.676 eV
**DFT total energy**: -8933.65807 eV

Results of the Löwdin charge analysis, in e, for atoms 1 through 6: -0.020 -0.615 0.042 0.147 0.059 0.093

[6]
Density functional theory data (wB97M-V/def2-TZVPD) for a structure of composition C36H38BF4N6S3Sr.

CARTESIAN COORDINATES (ANGSTROEM)
Sr: -1.12 -0.55 0.21
C: 0.51 2.44 -1.49
N: 0.04 1.09 -1.81
C: -1.02 1.14 -2.82
C: -2.29 1.74 -2.27
C: -3.07 2.60 -3.03
C: -4.23 3.11 -2.48
C: -4.58 2.76 -1.19
C: -3.75 1.88 -0.50
N: -2.64 1.38 -1.03
C: 1.17 0.28 -2.27
C: 2.15 0.07 -1.15
C: 3.52 0.15 -1.36
C: 4.38 -0.10 -0.30
C: 3.85 -0.36 0.95
C: 2.47 -0.38 1.08
N: 1.63 -0.19 0.06
C: -0.32 3.16 -0.46
C: -0.81 4.43 -0.71
C: -1.53 5.08 0.29
C: -1.73 4.42 1.49
C: -1.21 3.14 1.64
N: -0.52 2.51 0.69
H: 0.60 3.05 -2.40
H: 1.51 2.36 -1.06
H: -1.24 0.12 -3.15
H: -0.70 1.71 -3.70
H: -2.76 2.86 -4.04
H: -4.86 3.78 -3.05
H: -5.48 3.13 -0.72
H: -3.98 1.56 0.51
H: 1.69 0.75 -3.12
H: 0.80 -0.70 -2.59
H: 3.90 0.38 -2.34
H: 5.45 -0.09 -0.45
H: 4.47 -0.57 1.80
H: 2.01 -0.57 2.04
H: -0.65 4.90 -1.67
H: -1.94 6.07 0.12
H: -2.28 4.87 2.30
H: -1.37 2.57 2.54
C: -3.08 -0.68 2.45
C: -1.93 -1.47 2.68
C: -1.00 -0.70 3.42
C: -1.61 0.54 3.71
C: -2.88 0.56 3.11
C: -3.92 1.64 3.24
C: -1.03 1.57 4.63
C: 0.30 -1.16 3.99
C: -1.74 -2.90 2.23
C: -4.37 -1.15 1.84
H: -4.09 1.92 4.28
H: -4.88 1.29 2.85
H: -3.67 2.56 2.70
H: -0.93 1.19 5.66
H: -1.67 2.46 4.70
H: -0.04 1.92 4.33
H: 0.20 -1.53 5.02
H: 1.04 -0.35 4.04
H: 0.75 -1.98 3.42
H: -2.30 -3.61 2.86
H: -0.70 -3.21 2.27
H: -2.09 -3.10 1.21
H: -4.27 -2.17 1.45
H: -4.71 -0.55 0.99
H: -5.19 -1.16 2.57
F: -4.47 -2.75 -2.36
B: -3.93 -1.52 -2.05
F: -3.06 -1.67 -0.89
F: -4.92 -0.59 -1.72
F: -3.13 -1.03 -3.10
S: 4.97 -3.85 1.38
C: 3.75 -3.66 0.26
S: 2.08 -3.72 0.71
C: 1.59 -3.24 -0.90
N: 2.59 -3.14 -1.71
N: 3.80 -3.40 -1.07
C: 4.96 -3.27 -1.89
C: 4.87 -2.49 -3.03
C: 5.97 -2.34 -3.86
C: 7.17 -2.98 -3.55
C: 7.24 -3.79 -2.43
C: 6.14 -3.95 -1.60
S: -0.06 -3.00 -1.25
H: 3.93 -2.02 -3.28
H: 5.89 -1.72 -4.74
H: 8.03 -2.86 -4.20
H: 8.16 -4.31 -2.19
H: 6.20 -4.58 -0.73

Output
**ΔE to the lowest compared entry with this formula, charge and spin**: 2.7 kcal/mol
**Total charge**: -1
**Frontier orbital gap**: 6.243 eV
**DFT total energy**: -91790.26703 eV

Results of the Löwdin charge analysis, in e, for atoms 1 through 6: 1.312 -0.120 -0.199 -0.125 -0.270 -0.013

[7]
Density functional theory data (wB97M-V/def2-TZVPD) for a structure of composition C5H8.

CARTESIAN COORDINATES (ANGSTROEM)
C: -0.58 1.24 -0.02
C: 0.21 0.75 1.17
C: -0.68 -1.27 0.08
C: 0.04 -0.08 -0.56
C: 1.32 0.24 0.28
H: -0.18 2.10 -0.57
H: -1.67 1.33 0.07
H: -0.73 -1.04 1.15
H: -1.70 -1.36 -0.30
H: -0.12 -2.19 -0.06
H: 0.20 -0.12 -1.64
H: 1.95 -0.58 0.63
H: 1.93 0.99 -0.24

Output
**ΔE to the lowest compared entry with this formula, charge and spin**: 95.7 kcal/mol
**Frontier orbital gap**: 8.279 eV
**DFT total energy**: -5310.01502 eV

Results of the Löwdin charge analysis, in e, for atoms 1 through 6: -0.185 0.037 -0.086 -0.366 -0.185 0.110

[8]
Density functional theory data (wB97M-V/def2-TZVPD) for a cluster of 2 separate species, C6H17N2 in total in a non-equilibrium geometry.

CARTESIAN COORDINATES (ANGSTROEM)
C: -0.16 1.42 -0.09
N: -1.49 1.03 -0.54
C: -2.18 0.27 0.49
C: -3.58 -0.32 0.11
C: 0.89 0.46 -0.68
N: 0.36 -0.81 -0.60
C: 3.48 -0.16 -0.29
C: 2.24 0.60 0.16
H: -0.08 2.45 -0.46
H: 0.00 1.39 0.99
H: -1.27 0.52 -1.40
H: -1.54 -0.59 0.77
H: -2.37 0.92 1.33
H: -3.60 -0.98 -0.73
H: -4.17 0.57 -0.11
H: -3.87 -0.72 1.10
H: 1.03 0.82 -1.78
H: -0.53 -3.24 0.99
H: 1.11 -1.49 -0.80
H: 0.01 -2.80 1.26
H: 4.09 -0.15 0.62
H: 3.95 0.22 -1.20
H: 3.26 -1.19 -0.56
H: 1.83 0.15 1.07
H: 2.60 1.62 0.32

Output
**ΔE to the lowest compared entry with this formula, charge and spin**: 158.4 kcal/mol
**Total charge**: +1
**Frontier orbital gap**: 5.571 eV
**DFT total energy**: -9465.16572 eV

Results of the Löwdin charge analysis, in e, for atoms 1 through 6: -0.156 0.027 -0.246 -0.046 -0.380 0.302

[9]
Density functional theory data (wB97M-V/def2-TZVPD) for a cluster of 2 separate species, C6H14N2O2 in total in a non-equilibrium geometry.

CARTESIAN COORDINATES (ANGSTROEM)
C: -1.17 2.24 -0.28
C: 0.17 0.85 3.00
C: -0.44 1.86 2.03
O: -0.66 3.01 2.36
N: -0.76 1.34 0.83
H: -0.26 0.53 0.49
H: -2.26 2.22 -0.20
H: -0.56 0.64 3.78
H: -0.88 3.26 -0.04
H: -0.93 1.81 -1.23
H: 0.33 -0.12 2.58
H: 1.00 1.39 3.45
C: 2.21 -2.37 -1.29
C: -1.17 -0.87 -1.64
C: 1.21 -1.25 -1.17
O: 1.48 -0.05 -1.37
N: -0.12 -1.64 -0.90
H: 1.86 -3.17 -1.96
H: -0.18 -2.62 -1.09
H: -2.00 -0.78 -0.93
H: 3.16 -2.08 -1.73
H: 2.42 -2.76 -0.30
H: -0.83 0.09 -1.98
H: -1.61 -1.51 -2.41

Output
**ΔE to the lowest compared entry with this formula, charge and spin**: 39.5 kcal/mol
**Total charge**: -1
**Multiplicity**: 2
**Frontier orbital gap (spin up / spin down)**: 2.463 / 8.461 eV
**DFT total energy**: -13523.04867 eV

Results of the Löwdin charge analysis, in e, for atoms 1 through 6: -0.077 -0.025 -0.591 0.012 0.028 0.091

[10]
Density functional theory data (wB97M-V/def2-TZVPD) for a cluster of 40 separate species, H80O40 in total in a non-equilibrium geometry.

CARTESIAN COORDINATES (ANGSTROEM)
H: 4.31 0.41 2.86
H: 3.58 0.89 4.12
O: 3.85 1.19 3.31
H: 3.08 -4.50 2.25
H: 2.04 -5.05 1.32
O: 2.44 -5.22 2.21
H: -2.23 1.98 -1.07
H: -3.14 3.12 -1.87
O: -3.11 2.40 -1.34
H: -0.45 -6.29 0.12
H: 1.17 -6.48 -0.18
O: 0.43 -5.90 -0.20
H: 1.78 -1.17 -4.85
H: 1.09 -2.42 -5.40
O: 1.09 -1.76 -4.62
H: -0.58 2.98 2.21
O: -0.61 3.67 1.43
H: -2.31 3.39 2.50
O: -2.98 3.38 1.93
H: 2.42 -3.37 3.19
H: 1.71 -3.56 4.57
O: 1.56 -3.24 3.62
H: -4.73 -2.09 -2.02
H: -5.57 -3.11 -1.97
O: -4.84 -2.86 -1.54
H: -0.13 -0.55 1.86
H: 0.84 -1.04 2.84
O: 0.26 -0.31 2.79
H: 3.93 -0.39 0.51
H: 2.91 -0.27 -0.66
O: 3.92 -0.19 -0.42
H: 2.57 -2.69 0.06
O: 3.31 -2.75 0.66
H: -1.27 1.33 0.58
H: -0.40 1.96 -0.35
O: -0.93 1.19 -0.30
H: 4.49 -1.79 1.75
H: 5.38 -0.59 2.58
O: 4.70 -1.33 2.55
H: 1.16 1.74 2.83
H: 1.24 2.61 1.52
O: 1.30 2.71 2.47
H: 0.44 3.50 4.38
H: 1.77 2.86 4.82
O: 0.93 3.26 5.27
H: 4.27 3.33 -3.53
H: 3.05 3.38 -4.53
O: 3.75 2.79 -4.18
H: -3.36 -1.37 4.87
H: -2.40 -1.14 5.82
O: -3.23 -1.68 5.73
H: 2.42 -3.86 -3.48
O: 2.23 -3.99 -4.44
H: -5.82 2.88 0.79
H: -5.71 1.49 1.36
O: -6.25 2.05 0.70
H: 0.68 -4.22 1.76
O: 0.09 -3.63 1.23
H: 2.51 -1.60 -2.37
H: 3.93 -2.22 -2.48
O: 2.99 -2.30 -2.55
H: -1.74 -1.58 0.08
H: -0.58 -0.44 0.00
O: -0.78 -1.28 0.50
H: -1.71 -1.84 -2.42
H: -2.52 -0.88 -1.54
O: -1.68 -1.44 -1.65
H: -5.99 1.60 -1.79
H: -4.55 1.26 -2.47
O: -5.43 1.46 -2.56
H: -0.34 1.62 4.31
H: -1.59 1.22 3.89
O: -0.93 1.86 3.46
H: 0.85 0.45 0.47
H: 1.65 -0.64 0.98
O: 1.58 -0.07 0.28
H: -5.48 -0.41 -0.51
H: -4.74 0.83 -0.56
O: -4.59 -0.07 -0.81
H: 2.92 3.76 -2.02
H: 3.45 3.00 -0.87
O: 3.19 3.91 -1.21
H: -3.47 0.07 2.77
H: -3.68 1.60 2.12
O: -3.44 0.61 1.92
H: -1.04 -1.51 -4.93
H: -2.39 -0.65 -4.47
O: -1.79 -0.87 -5.26
H: 1.18 2.42 -2.52
O: 0.88 2.24 -1.61
H: 2.53 0.45 -5.92
H: 3.17 -0.79 -6.18
O: 2.42 -0.30 -6.32
H: 1.68 -4.69 -4.62
H: 0.14 3.66 0.96
H: 0.44 -2.84 0.73
H: -2.66 3.23 1.04
H: 4.05 -3.06 0.07
H: 1.03 3.07 -0.99
O: -3.43 0.26 -3.36
H: -4.26 -0.10 -3.83
H: -3.07 1.05 -3.75
O: 1.35 -2.58 -0.84
H: 1.04 -3.41 -1.04
H: 0.73 -1.90 -0.97
O: 0.41 5.42 -1.62
H: 0.42 5.81 -2.50
H: 1.02 6.02 -1.17
O: 3.99 3.71 2.44
H: 3.17 3.32 3.07
H: 4.37 2.83 2.27
O: -0.71 -3.34 -3.23
H: -0.89 -4.02 -3.86
H: 0.25 -3.24 -3.54
O: -3.47 -2.56 2.77
H: -2.47 -2.66 2.99
H: -3.21 -2.49 1.94
O: 1.02 5.71 3.07
H: 0.28 5.24 3.34
H: 1.30 5.51 2.20

Output
**ΔE to the lowest compared entry with this formula, charge and spin**: 408.7 kcal/mol
**Frontier orbital gap**: 9.362 eV
**DFT total energy**: -83188.09452 eV

Results of the Löwdin charge analysis, in e, for atoms 1 through 6: 0.036 0.007 -0.043 0.008 0.030 -0.073